1.
{
  "formula": "C17H40O25S7",
  "method": "ωB97M-V/def2-TZVPD",
  "total_charge": 0,
  "relative_energy_kj_mol": 0.0,
  "multiplicity": 1,
  "smiles": "CCOS(C)(=O)=O.CCOS(C)(=O)=O.CCOS(C)(=O)=O.O=S1(=O)OCCO1.O=S1(=O)OCCO1.O=S1(=O)OCCO1.O=S1(=O)OCCO1",
  "symbols": ["C", "C", "O", "S", "C", "O", "O", "H", "H", "H", "H", "H", "H", "H", "H", "C", "C", "O", "S", "C", "O", "O", "H", "H", "H", "H", "H", "H", "H", "H", "C", "C", "O", "S", "C", "O", "O", "H", "H", "H", "H", "H", "H", "H", "H", "O", "S", "O", "O", "C", "C", "O", "H", "H", "H", "H", "O", "S", "O", "O", "C", "C", "O", "H", "H", "H", "H", "O", "S", "O", "O", "C", "C", "O", "H", "H", "H", "H", "O", "S", "O", "O", "C", "C", "O", "H", "H", "H", "H"],
  "coordinates": [[-3.579, -1.861, -0.133], [-2.656, -0.773, 0.400], [-1.314, -1.286, 0.399], [-0.343, -0.594, -0.701], [-0.108, 1.070, 0.020], [0.902, -1.309, -0.724], [-1.056, -0.437, -1.949], [-3.273, -2.061, -1.161], [-4.617, -1.532, -0.107], [-3.444, -2.753, 0.475], [-2.845, 0.201, -0.046], [-2.901, -0.619, 1.455], [-1.089, 1.527, 0.122], [0.332, 1.672, -0.777], [0.558, 0.930, 0.863], [4.668, 4.490, -3.315], [3.649, 3.766, -4.202], [3.719, 2.358, -3.955], [2.540, 1.699, -3.076], [3.515, 0.304, -2.344], [2.125, 2.603, -1.998], [1.558, 1.165, -3.971], [5.528, 3.821, -3.269], [4.296, 4.589, -2.293], [4.896, 5.511, -3.613], [2.648, 4.142, -3.977], [3.824, 3.998, -5.250], [3.445, -0.510, -3.056], [3.017, 0.098, -1.399], [4.488, 0.747, -2.160], [-1.631, -6.454, 0.907], [-2.075, -5.266, 1.733], [-2.597, -5.703, 2.991], [-3.613, -4.735, 3.785], [-2.528, -3.313, 4.120], [-4.659, -4.316, 2.872], [-3.902, -5.346, 5.034], [-1.147, -6.043, 0.016], [-2.463, -7.034, 0.506], [-0.929, -7.119, 1.407], [-1.210, -4.630, 1.938], [-2.863, -4.744, 1.186], [-2.059, -2.824, 3.269], [-1.708, -3.604, 4.776], [-3.154, -2.623, 4.684], [-5.620, 0.911, 1.400], [-4.997, 2.003, 0.730], [-3.608, 2.319, 0.935], [-5.266, 1.887, -0.831], [-6.488, 2.540, -1.203], [-6.488, 3.770, -0.374], [-5.939, 3.319, 0.885], [-6.432, 2.631, -2.284], [-7.299, 1.861, -0.924], [-7.490, 4.117, -0.124], [-5.902, 4.609, -0.742], [-3.492, 4.580, -1.301], [-2.194, 4.005, -1.500], [-1.367, 3.861, -0.339], [-2.336, 2.553, -2.218], [-1.563, 2.454, -3.415], [-0.733, 3.731, -3.538], [-1.335, 4.708, -2.682], [-0.915, 1.585, -3.326], [-2.287, 2.369, -4.226], [-0.729, 4.076, -4.570], [0.306, 3.550, -3.241], [4.763, 2.872, 0.466], [4.434, 1.622, 1.101], [3.079, 1.174, 1.096], [5.351, 0.435, 0.479], [6.418, 0.085, 1.356], [5.978, 0.469, 2.755], [5.084, 1.567, 2.563], [6.596, -0.977, 1.204], [7.309, 0.669, 1.112], [6.827, 0.622, 3.420], [5.337, -0.242, 3.295], [3.476, -4.099, 4.347], [2.436, -3.343, 3.708], [1.240, -2.977, 4.397], [3.045, -2.044, 2.975], [2.766, -2.071, 1.568], [2.768, -3.563, 1.251], [2.006, -4.083, 2.341], [1.796, -1.605, 1.418], [3.483, -1.519, 0.967], [3.811, -3.880, 1.257], [2.223, -3.751, 0.332]],
  "atomic_forces_ev_per_a": [[0.63, 0.48, -0.31], [-1.77, -0.70, 1.27], [1.46, 0.66, -1.15], [-0.84, 1.62, -0.11], [-0.17, -1.17, -1.46], [-0.23, -0.23, 0.42], [0.20, -0.31, 0.69], [-0.23, -0.18, -0.04], [-0.01, -0.05, 0.05], [-0.20, -0.04, -0.06], [0.74, -0.12, -0.55], [0.20, 0.03, 0.04], [0.00, -0.23, 0.81], [0.49, -0.23, 0.15], [-0.25, 0.41, 0.28], [-0.49, -0.66, 0.49], [-0.17, 1.71, 0.52], [-0.47, -0.38, 0.31], [0.84, -0.51, 1.55], [-1.05, 1.80, -0.40], [0.57, -0.89, -1.68], [-0.22, 0.33, 0.08], [0.39, 0.50, -0.08], [-0.10, -0.28, -0.02], [0.20, -0.18, -0.49], [-0.05, -0.15, -0.03], [0.15, -0.63, -0.12], [0.31, -0.09, 0.05], [-0.11, -0.20, -0.07], [0.21, -0.39, -0.13], [-0.07, 0.08, -0.57], [0.07, -0.20, -0.35], [-0.74, -0.21, 0.96], [1.01, 1.48, -1.50], [-0.20, -0.28, 0.58], [0.85, -0.46, 0.85], [-0.12, -0.37, -0.11], [0.19, -0.02, 0.09], [-0.12, -0.05, 0.37], [-0.03, 0.10, 0.16], [-0.16, 0.19, -0.10], [0.18, 0.21, 0.12], [-0.51, -0.17, -0.37], [-0.18, -0.40, 0.02], [-0.04, 0.12, -0.19], [0.35, 0.28, 0.13], [-0.22, 1.31, -0.65], [-1.41, -0.44, -0.05], [0.88, -0.51, -0.14], [0.10, -1.29, -0.40], [-0.31, 0.84, 0.95], [0.70, -0.52, 0.55], [-0.13, 0.37, 0.07], [-0.15, 0.19, -0.11], [-0.03, -0.03, -0.17], [0.21, -0.23, -0.15], [0.81, -0.04, -0.95], [0.48, -1.01, 0.66], [-0.20, 0.24, -0.87], [-0.07, 1.25, 0.84], [-0.09, -0.10, -0.20], [0.56, -0.46, -0.06], [-1.09, -0.03, 0.46], [-0.19, -0.09, -0.20], [0.20, -0.18, -0.08], [-0.18, 0.34, 0.12], [-0.30, 0.18, 0.23], [-0.24, -1.33, 0.82], [0.68, 0.67, -0.74], [0.60, 0.03, 0.25], [-0.70, 0.46, 0.17], [0.41, -0.02, 0.00], [-1.16, -1.43, 0.57], [0.03, 1.19, -0.33], [0.12, 0.04, 0.21], [-0.06, -0.11, -0.26], [-0.11, 0.95, -0.19], [0.38, -0.53, -0.50], [-0.77, 0.96, -0.41], [-0.07, -0.29, -0.55], [0.65, -0.30, -0.13], [0.64, -0.17, 0.72], [-0.67, -0.21, -0.49], [-0.30, 1.48, 0.01], [0.15, -0.40, 0.61], [-0.06, -0.17, -0.11], [0.36, 0.11, 0.46], [-0.14, -0.64, -0.05], [0.16, -0.30, -0.04]]
}

2.
{
  "formula": "C16H36FIN3O12P3S2",
  "method": "ωB97M-V/def2-TZVPD",
  "total_charge": 0,
  "multiplicity": 1,
  "smiles": "O=S(=O)(F)N(CCSc1nnco1)P(O)I.CCOP(=O)(OCC)OCC.CCOP(=O)(OCC)OCC",
  "symbols": ["O", "S", "O", "F", "N", "C", "C", "S", "C", "N", "N", "C", "O", "P", "O", "I", "H", "H", "H", "H", "H", "H", "C", "C", "O", "P", "O", "O", "C", "C", "O", "C", "C", "H", "H", "H", "H", "H", "H", "H", "H", "H", "H", "H", "H", "H", "H", "H", "C", "C", "O", "P", "O", "O", "C", "C", "O", "C", "C", "H", "H", "H", "H", "H", "H", "H", "H", "H", "H", "H", "H", "H", "H", "H"],
  "coordinates": [[4.865, 0.577, 1.821], [6.048, 0.144, 2.480], [6.363, 0.782, 3.701], [7.209, 0.321, 1.454], [5.899, -1.502, 2.696], [5.364, -2.112, 1.425], [3.839, -2.323, 1.471], [3.191, -2.535, 3.144], [1.559, -2.055, 2.790], [0.544, -2.794, 2.530], [-0.524, -1.946, 2.276], [-0.057, -0.761, 2.400], [1.241, -0.730, 2.739], [7.382, -2.421, 3.034], [8.233, -2.162, 1.654], [8.661, -1.231, 4.744], [5.649, -1.532, 0.551], [5.833, -3.093, 1.310], [3.376, -1.471, 0.974], [3.630, -3.193, 0.846], [-0.569, 0.179, 2.258], [8.999, -2.751, 1.713], [1.623, 1.772, -2.390], [0.992, 0.815, -1.396], [0.188, -0.189, -2.031], [0.890, -1.406, -2.796], [1.642, -2.249, -1.854], [-0.453, -2.243, -3.140], [-0.585, -3.620, -2.784], [-1.363, -3.774, -1.494], [1.029, -0.764, -4.251], [1.953, -1.350, -5.198], [1.513, -2.726, -5.654], [2.370, 1.267, -3.005], [2.112, 2.594, -1.867], [0.867, 2.177, -3.063], [1.757, 0.338, -0.777], [0.322, 1.360, -0.732], [0.391, -4.100, -2.713], [-1.122, -4.102, -3.604], [-0.923, -3.177, -0.694], [-1.386, -4.818, -1.179], [-2.389, -3.429, -1.628], [2.951, -1.389, -4.757], [1.993, -0.666, -6.043], [1.590, -3.456, -4.846], [2.142, -3.069, -6.476], [0.474, -2.709, -5.982], [-5.044, 1.046, -1.706], [-3.804, 1.874, -1.427], [-4.043, 2.921, -0.473], [-4.188, 2.557, 1.076], [-2.926, 2.017, 1.601], [-4.278, 4.072, 1.648], [-3.412, 4.530, 2.686], [-2.240, 5.299, 2.114], [-5.759, 2.293, 1.145], [-6.305, 1.559, 2.268], [-6.199, 2.330, 3.567], [-5.337, 0.464, -0.830], [-4.860, 0.353, -2.527], [-5.884, 1.690, -1.965], [-2.984, 1.239, -1.080], [-3.475, 2.368, -2.340], [-3.071, 3.699, 3.304], [-4.010, 5.183, 3.324], [-1.717, 4.710, 1.360], [-1.535, 5.570, 2.901], [-2.588, 6.212, 1.628], [-5.803, 0.592, 2.349], [-7.348, 1.369, 2.024], [-5.160, 2.418, 3.893], [-6.754, 1.819, 4.354], [-6.592, 3.339, 3.449]],
  "atomic_forces_ev_per_a": [[0.26, -0.21, -0.62], [-2.63, 0.65, 0.92], [0.99, -0.22, -0.08], [0.21, -0.10, 0.22], [2.21, 0.76, -1.33], [-0.66, -0.72, 0.53], [0.48, 0.37, -0.93], [-0.03, 0.01, 0.12], [-0.09, 0.12, -0.01], [-0.12, -0.50, -0.02], [-0.07, -0.17, -0.05], [-0.15, 0.46, -0.01], [0.28, 0.11, -0.07], [-0.48, -0.88, 0.51], [0.02, 0.12, 0.38], [-0.06, 0.11, -0.12], [-0.04, 0.03, 0.03], [0.07, 0.06, 0.14], [-0.19, 0.05, 0.33], [-0.19, -0.04, 0.17], [-0.06, -0.06, 0.04], [0.06, 0.09, -0.30], [0.02, -0.12, -0.14], [0.14, 0.23, 0.14], [0.64, 0.21, -0.31], [-5.15, -0.70, 1.14], [2.21, 0.62, -1.09], [0.37, -0.02, -0.32], [-0.19, -0.21, 0.19], [-0.08, 0.15, 0.05], [2.14, -0.14, 0.41], [0.10, -0.15, -0.26], [-0.11, -0.09, 0.18], [0.03, 0.03, 0.03], [-0.02, -0.02, 0.04], [-0.03, 0.04, 0.04], [-0.04, -0.05, 0.00], [-0.09, -0.10, -0.01], [0.06, 0.12, 0.09], [0.00, 0.10, -0.05], [0.12, -0.08, 0.00], [0.00, 0.00, -0.01], [-0.01, -0.03, -0.02], [-0.02, 0.03, 0.03], [-0.11, 0.11, 0.09], [0.03, 0.01, -0.01], [0.02, 0.04, -0.01], [0.01, 0.04, -0.07], [-0.09, 0.03, 0.17], [0.05, -0.23, -0.22], [-0.30, -0.66, 0.09], [0.80, 5.07, -1.06], [-0.96, -2.21, 0.49], [-0.20, -0.34, 0.21], [0.20, 0.19, 0.06], [0.00, 0.08, -0.15], [0.62, -2.05, 0.47], [-0.17, -0.07, 0.27], [0.19, 0.14, -0.03], [0.02, -0.04, -0.03], [0.05, 0.02, 0.00], [0.02, 0.02, -0.06], [0.01, 0.05, 0.03], [0.01, 0.12, 0.07], [0.04, -0.08, -0.12], [-0.08, -0.01, -0.06], [0.02, -0.11, 0.09], [-0.01, 0.00, 0.01], [0.00, 0.01, 0.03], [0.02, 0.01, -0.05], [0.02, 0.08, -0.16], [-0.01, -0.04, 0.00], [-0.02, -0.03, -0.03], [-0.08, -0.02, -0.01]]
}

3.
{
  "formula": "C27H60F12N6O11S4",
  "method": "ωB97M-V/def2-TZVPD",
  "total_charge": 2,
  "multiplicity": 1,
  "symbols": ["C", "N", "C", "C", "C", "C", "O", "H", "H", "H", "H", "H", "H", "H", "H", "H", "H", "H", "H", "H", "H", "C", "N", "C", "C", "C", "C", "O", "H", "H", "H", "H", "H", "H", "H", "H", "H", "H", "H", "H", "H", "H", "C", "N", "C", "C", "C", "C", "O", "H", "H", "H", "H", "H", "H", "H", "H", "H", "H", "H", "H", "H", "H", "C", "C", "C", "N", "C", "C", "C", "C", "C", "H", "H", "H", "H", "H", "H", "H", "H", "H", "H", "H", "H", "H", "H", "H", "H", "H", "H", "C", "F", "F", "F", "S", "O", "O", "N", "S", "O", "O", "C", "F", "F", "F", "C", "F", "F", "F", "S", "O", "O", "N", "S", "O", "O", "C", "F", "F", "F"],
  "coordinates": [[-3.259, -5.799, -1.888], [-2.204, -5.379, -0.841], [-2.940, -4.494, 0.166], [-1.938, -6.599, -0.066], [-0.982, -4.644, -1.418], [0.345, -4.997, -0.683], [0.783, -6.339, -0.988], [-2.981, -6.777, -2.280], [-3.365, -5.081, -2.702], [-4.218, -6.005, -1.415], [-3.425, -3.685, -0.380], [-2.277, -4.183, 0.973], [-3.743, -5.072, 0.625], [-1.328, -6.339, 0.799], [-1.393, -7.349, -0.639], [-2.796, -7.084, 0.399], [-1.131, -3.578, -1.247], [-0.784, -4.824, -2.474], [0.337, -4.927, 0.405], [1.115, -4.301, -1.017], [1.729, -6.432, -0.857], [-4.397, -0.469, 1.061], [-4.919, 0.913, 0.623], [-4.416, 1.999, 1.653], [-4.322, 1.125, -0.785], [-6.417, 0.798, 0.459], [-7.223, 0.250, 1.714], [-7.221, 1.184, 2.752], [-3.314, -0.348, 1.066], [-4.742, -1.298, 0.444], [-4.614, -0.726, 2.098], [-4.471, 1.468, 2.603], [-5.269, 2.668, 1.539], [-3.444, 2.335, 1.292], [-3.240, 1.246, -0.729], [-4.703, 2.015, -1.286], [-4.526, 0.302, -1.470], [-6.483, 0.031, -0.312], [-6.806, 1.753, 0.107], [-6.735, -0.656, 2.073], [-8.260, -0.031, 1.533], [-7.668, 0.847, 3.533], [2.600, -2.418, 4.276], [3.954, -2.162, 3.627], [4.825, -3.406, 4.017], [3.734, -2.114, 2.112], [4.577, -0.837, 4.282], [5.602, -0.087, 3.409], [6.711, -0.809, 2.942], [2.087, -1.457, 4.232], [2.755, -2.785, 5.290], [2.088, -3.122, 3.620], [5.723, -3.371, 3.399], [4.430, -4.388, 3.757], [5.137, -3.309, 5.057], [3.069, -1.272, 1.916], [3.238, -2.987, 1.689], [4.640, -1.978, 1.523], [5.012, -1.196, 5.215], [3.828, -0.082, 4.520], [6.015, 0.634, 4.116], [5.090, 0.556, 2.694], [7.408, -0.181, 2.738], [2.829, 4.760, -0.717], [1.438, 4.247, -1.206], [0.410, 5.351, -1.406], [-1.053, 4.821, -1.595], [-1.016, 3.778, -2.784], [-1.628, 4.030, -0.381], [-2.614, 4.999, 0.337], [-2.608, 6.316, -0.425], [-2.004, 6.046, -1.796], [2.861, 5.195, 0.282], [3.473, 5.409, -1.312], [3.405, 3.836, -0.667], [1.097, 3.543, -0.447], [1.628, 3.843, -2.200], [0.637, 5.962, -2.280], [0.287, 5.963, -0.513], [-0.295, 2.989, -2.570], [-0.555, 4.249, -3.653], [-2.004, 3.347, -2.944], [-2.160, 3.138, -0.715], [-0.800, 3.754, 0.272], [-3.628, 4.614, 0.221], [-2.411, 5.111, 1.402], [-3.579, 6.803, -0.510], [-1.900, 6.994, 0.052], [-2.724, 5.676, -2.527], [-1.381, 6.845, -2.199], [5.502, 0.213, -1.224], [5.371, -1.045, -1.556], [5.160, 0.397, 0.068], [6.817, 0.625, -1.337], [4.522, 1.352, -2.499], [3.139, 1.494, -2.031], [5.293, 2.573, -2.714], [4.851, 0.601, -4.044], [3.557, -0.342, -4.058], [3.160, -1.039, -2.862], [2.481, 0.335, -4.755], [4.067, -1.798, -5.196], [4.337, -1.212, -6.416], [5.142, -2.369, -4.799], [3.103, -2.695, -5.312], [1.510, 1.629, 1.877], [2.230, 1.205, 2.856], [1.207, 2.875, 2.088], [2.249, 1.522, 0.769], [-0.119, 0.590, 1.643], [0.323, -0.770, 2.073], [-1.103, 1.155, 2.582], [-0.395, 0.937, -0.032], [-0.189, -0.409, -0.726], [1.166, -0.944, -0.700], [-1.258, -1.360, -0.269], [-0.601, -0.045, -2.670], [0.157, 0.934, -3.191], [-0.417, -1.150, -3.415], [-1.843, 0.378, -2.735]],
  "atomic_forces_ev_per_a": [[0.53, -0.36, -0.13], [-2.42, 0.08, 0.09], [-0.20, 0.04, -0.46], [1.62, -1.32, 0.99], [1.49, -0.36, 1.25], [0.56, -0.82, -0.25], [-0.90, 0.36, -0.27], [0.45, 0.27, -0.24], [0.18, 0.11, 0.29], [0.13, 0.50, 0.31], [0.50, 0.25, 0.15], [0.18, 0.28, -0.44], [0.15, -0.24, -0.18], [0.24, 0.07, -0.22], [-0.03, 0.30, -0.13], [-0.56, 0.48, -0.66], [-0.28, 0.03, -0.10], [-0.68, -0.40, 0.04], [-0.60, 0.42, 0.13], [-0.28, 0.35, -0.22], [0.09, 0.20, -0.04], [1.00, 0.81, 0.57], [0.91, -1.68, -0.33], [-1.92, -1.63, -1.71], [0.10, 0.48, 0.27], [-0.93, -0.67, 1.08], [0.85, -0.02, -0.12], [0.64, 1.10, 0.11], [0.10, -0.40, -0.47], [0.04, 0.48, -0.37], [-0.52, 0.53, -0.04], [0.42, 0.58, 0.02], [0.69, 0.80, 0.58], [-0.17, 0.01, 0.51], [-0.02, -0.29, 0.41], [-0.39, 0.17, 0.51], [-0.17, -0.26, 0.51], [-0.48, 0.21, -0.14], [0.00, -0.06, 0.04], [0.10, -0.28, -0.27], [0.07, 0.09, -1.05], [-0.13, -0.11, 0.00], [0.55, 0.78, -0.81], [0.11, -1.28, 0.48], [1.01, 1.32, -1.05], [0.04, 0.95, 0.03], [0.89, -1.20, -1.34], [0.14, 0.73, 1.26], [-0.72, -0.85, -0.25], [-0.31, -0.25, 0.23], [-0.15, 0.10, -0.15], [-0.06, -0.09, 0.42], [0.15, 0.45, 0.12], [-0.97, 0.43, 0.27], [-0.38, -0.15, -0.09], [0.02, 0.04, 0.01], [-0.01, -0.28, 0.77], [0.29, 0.15, 0.60], [0.03, 0.00, -0.13], [-0.48, -0.53, -0.22], [-0.30, 0.35, 0.41], [-0.05, -0.50, -0.67], [0.12, 0.00, -0.13], [0.26, -0.78, 0.40], [0.82, 1.65, -0.34], [-1.00, -0.53, 1.04], [0.05, -1.62, -0.93], [0.62, 1.13, 0.70], [0.24, 1.66, 0.35], [-0.48, -0.53, -0.69], [1.33, 0.66, -0.16], [0.49, -1.86, -0.30], [-0.51, -0.03, 0.14], [-0.73, 0.12, -0.65], [0.18, -0.01, 0.13], [0.02, -0.33, -0.49], [-0.06, -0.79, 0.36], [-0.15, 0.01, 0.08], [0.35, 0.31, -0.04], [-0.34, 0.08, 0.64], [-0.62, 0.34, -0.13], [0.07, 0.38, -0.10], [0.47, 0.14, -0.26], [-0.09, -0.15, -0.25], [-0.02, -0.33, 0.28], [0.07, 0.02, -0.15], [0.12, -0.07, 0.11], [-0.31, 0.27, 0.26], [-0.10, 0.37, -0.06], [-0.36, -0.02, -0.05], [0.99, 1.90, -1.05], [0.51, -0.14, 0.52], [-0.22, -0.15, -0.46], [-1.59, -0.92, 0.19], [1.59, 1.95, -2.35], [1.79, -0.18, -0.15], [-0.71, -0.97, 1.68], [-1.62, -0.41, 3.95], [-1.72, -1.27, -2.88], [0.26, -0.46, 0.47], [0.20, -0.57, -0.04], [-0.68, 3.38, -1.13], [-0.50, -0.93, 0.71], [1.71, -1.15, 0.85], [-0.32, -0.03, -0.15], [-0.93, -0.89, -2.51], [0.73, -1.06, 1.93], [-0.56, 1.51, 0.09], [-0.38, 0.07, 0.13], [1.10, -0.58, 2.16], [-0.75, 2.42, -1.56], [0.73, -0.01, -2.27], [-0.26, 1.65, 3.88], [0.53, -5.10, -2.39], [-1.64, 0.62, -0.25], [0.96, 0.99, -1.36], [2.27, 0.10, 0.61], [-0.19, -0.77, 0.72], [-0.47, 0.77, 1.11], [-1.46, -0.09, -0.11]]
}

These records have LUMO values of 0.061, 0.026, -4.289 eV, in the order they appear.
These records have E_tot values of -145306.5157, -106575.0378, -136362.7802 eV, in the order they appear.